{"formula": "C25H29BrI2N7O5SV", "method": "ωB97M-V/def2-TZVPD", "e_homo_ev": [-10.47, -10.47], "orbital_gap_ev": [6.48, 7.10], "multiplicity": 2, "total_charge": 1, "symbols": ["V", "I", "C", "I", "H", "H", "N", "C", "O", "C", "C", "H", "H", "H", "H", "H", "H", "N", "C", "C", "C", "C", "C", "C", "S", "O", "O", "N", "C", "N", "C", "C", "C", "N", "H", "H", "H", "H", "H", "H", "H", "H", "H", "C", "C", "C", "C", "C", "N", "H", "H", "H", "H", "H", "H", "H", "H", "H", "Br", "C", "C", "N", "C", "C", "C", "C", "O", "O", "H", "H", "H"], "positions_angstrom": [[-0.9861, -0.1286, 0.1726], [-0.0183, -2.8467, 3.9942], [0.7586, -4.0715, 2.4448], [1.1062, -3.0588, 0.6090], [0.0255, -4.8481, 2.2619], [1.6913, -4.4973, 2.7932], [-3.8259, -0.4788, -2.7914], [-3.0395, -0.0672, -1.8041], [-1.9964, -0.6947, -1.5346], [-3.3924, 1.1434, -0.9995], [-2.6363, 1.1243, 0.3223], [-3.5414, -1.2622, -3.3598], [-4.6524, 0.0349, -3.0447], [-4.4754, 1.2102, -0.8660], [-3.0766, 2.0005, -1.6053], [-3.2386, 0.7278, 1.1432], [-2.2662, 2.1091, 0.5926], [5.4779, 4.4350, -2.5184], [4.2793, 3.8532, -2.2562], [3.1198, 4.2742, -2.9236], [1.9077, 3.6698, -2.6723], [1.8329, 2.6423, -1.7419], [2.9686, 2.2144, -1.0655], [4.1840, 2.8060, -1.3243], [0.2800, 1.9858, -1.3234], [-0.6841, 2.2708, -2.3492], [-0.0605, 2.3980, 0.0294], [0.4468, 0.3568, -1.0981], [0.9200, -0.3872, -2.1657], [1.1923, 0.2422, -3.3056], [1.6396, -0.5121, -4.3008], [1.8055, -1.8840, -4.1808], [1.4972, -2.4336, -2.9477], [1.0614, -1.6956, -1.9315], [5.5381, 5.2319, -3.1242], [6.2955, 4.1858, -1.9936], [3.1821, 5.0769, -3.6459], [1.0182, 3.9811, -3.1987], [2.9000, 1.4056, -0.3493], [5.0733, 2.4662, -0.8110], [1.8685, 0.0045, -5.2249], [2.1618, -2.4888, -4.9999], [1.6050, -3.4943, -2.7543], [0.6145, 1.2440, 5.0991], [1.4544, 1.2808, 3.8159], [2.6632, 0.3420, 3.9245], [1.8925, 2.7109, 3.4757], [0.6225, 0.8086, 2.7120], [-0.0215, 0.4348, 1.8424], [1.2652, 1.4744, 5.9416], [0.1818, 0.2578, 5.2586], [-0.1863, 1.9803, 5.0677], [3.3458, 0.7483, 4.6688], [3.1923, 0.2646, 2.9757], [2.3568, -0.6546, 4.2356], [2.5161, 3.0808, 4.2886], [1.0338, 3.3705, 3.3645], [2.4682, 2.7390, 2.5511], [-6.8920, -5.4116, 0.9271], [-5.2388, -4.6367, 0.4667], [-4.5235, -5.1273, -0.6239], [-3.3588, -4.6276, -1.0095], [-2.8552, -3.6115, -0.3192], [-3.4980, -3.0569, 0.7843], [-4.7231, -3.5810, 1.1907], [-2.9442, -1.9054, 1.5375], [-3.4338, -1.3872, 2.5000], [-1.8215, -1.3933, 0.9829], [-4.9159, -5.9554, -1.2006], [-1.9037, -3.2234, -0.6553], [-5.2379, -3.1658, 2.0466]], "lowdin_charge": [0.92, 0.80, -1.14, 0.94, -0.04, -0.04, 0.23, -0.46, -0.05, -0.13, -0.13, 0.14, 0.13, 0.13, 0.13, 0.07, 0.07, 0.13, -0.31, -0.01, -0.04, -0.32, -0.06, -0.02, 0.64, -0.27, -0.33, -0.20, -0.46, 0.15, -0.09, -0.03, -0.13, 0.00, 0.10, 0.10, 0.12, 0.12, 0.11, 0.11, 0.12, 0.11, 0.11, -0.02, -0.57, -0.03, -0.02, -0.06, 0.18, 0.10, 0.07, 0.10, 0.10, 0.09, 0.05, 0.10, 0.10, 0.09, 0.78, -0.66, -0.17, 0.09, -0.08, -0.10, -0.03, -0.50, 0.14, -0.26, 0.11, 0.08, 0.13]}

=====

{"formula": "C25H29BrIrN3O4S4", "method": "ωB97M-V/def2-TZVPD", "e_homo_ev": -13.94, "orbital_gap_ev": 7.42, "total_charge": 2, "symbols": ["Ir", "O", "C", "C", "C", "N", "C", "Br", "C", "H", "H", "H", "H", "C", "O", "C", "S", "S", "H", "H", "H", "C", "C", "C", "N", "C", "S", "N", "C", "O", "C", "C", "C", "C", "C", "C", "H", "H", "H", "H", "H", "H", "H", "H", "H", "H", "H", "H", "H", "H", "C", "S", "O", "C", "C", "C", "C", "C", "C", "H", "H", "H", "H", "H", "H", "H", "H"], "positions_angstrom": [[0.7290, -0.0914, 0.6745], [0.2825, 5.6739, -1.7493], [0.4771, 4.4520, -1.2714], [1.3383, 3.5106, -1.8423], [1.4381, 2.2694, -1.2639], [0.7560, 1.9116, -0.1622], [-0.0281, 2.8455, 0.3858], [-0.8404, 2.3119, 1.9973], [-0.2171, 4.1081, -0.1087], [0.7890, 5.8398, -2.5550], [1.9159, 3.7404, -2.7276], [2.0920, 1.5203, -1.6913], [-0.8715, 4.8188, 0.3736], [3.1966, -3.3958, -2.0602], [2.7538, -3.3778, -0.6749], [2.0746, -2.3622, -0.2757], [1.5044, -2.1951, 1.3193], [1.5659, -1.0165, -1.2031], [3.6977, -4.3475, -2.1888], [3.8835, -2.5662, -2.2209], [2.3296, -3.3267, -2.7153], [-5.1909, 1.2634, 3.3218], [-5.1344, -0.2555, 3.4525], [-3.7247, -0.7829, 3.6741], [-2.9177, -0.5607, 2.4659], [-1.8806, -1.2284, 2.0421], [-1.4170, -0.9473, 0.3767], [-1.2866, -2.1662, 2.8169], [-0.9440, -1.9741, 4.1913], [-1.0658, -0.8790, 4.6791], [-0.4126, -3.1669, 4.8786], [-0.4900, -4.4488, 4.3325], [0.0078, -5.5296, 5.0402], [0.5756, -5.3335, 6.2922], [0.6494, -4.0592, 6.8410], [0.1528, -2.9759, 6.1394], [-6.1991, 1.5923, 3.0772], [-4.5382, 1.6506, 2.5325], [-4.8982, 1.7466, 4.2548], [-5.5748, -0.7373, 2.5763], [-5.7262, -0.5667, 4.3138], [-3.7212, -1.8541, 3.8834], [-3.2361, -0.2794, 4.5086], [-3.2433, 0.1565, 1.8286], [-0.7654, -2.8669, 2.3083], [-0.9622, -4.6293, 3.3744], [-0.0563, -6.5244, 4.6216], [0.9579, -6.1806, 6.8458], [1.0864, -3.9148, 7.8194], [0.1895, -1.9778, 6.5540], [4.4537, 1.5825, 3.0676], [3.5057, 1.5598, 1.5514], [2.3331, 0.6287, 1.9309], [4.5494, 0.5965, 0.4939], [4.8807, -0.7138, 0.8230], [5.6844, -1.4336, -0.0440], [6.1371, -0.8490, -1.2248], [5.7951, 0.4566, -1.5440], [4.9944, 1.1910, -0.6781], [4.2904, 0.6300, 3.5697], [4.0937, 2.4061, 3.6796], [5.5035, 1.7255, 2.8192], [4.5081, -1.1631, 1.7352], [5.9775, -2.4444, 0.2082], [6.7718, -1.4152, -1.8941], [6.1592, 0.9073, -2.4571], [4.7406, 2.2211, -0.8995]], "nbo_charge": [0.69, -0.60, 0.41, -0.32, 0.07, -0.57, 0.17, 0.16, -0.31, 0.51, 0.25, 0.23, 0.27, -0.27, -0.44, 0.10, 0.08, 0.16, 0.24, 0.21, 0.21, -0.61, -0.42, -0.23, -0.49, 0.38, -0.04, -0.67, 0.67, -0.56, -0.14, -0.19, -0.21, -0.15, -0.20, -0.16, 0.24, 0.18, 0.22, 0.21, 0.24, 0.22, 0.24, 0.44, 0.44, 0.21, 0.23, 0.24, 0.24, 0.24, -0.80, 1.26, -0.99, -0.30, -0.20, -0.22, -0.12, -0.22, -0.20, 0.26, 0.26, 0.26, 0.24, 0.24, 0.23, 0.24, 0.23]}

=====

For reference, DFT total energy by record: -6241.0277 -5705.9250 a.u..
For reference, energy relative to the best compared isomer or geometry (same formula, charge and spin) by record: 19.0 18.1 kcal per mole.